# 1
22
Properties=species:S:1:pos:R:3:forces:R:3 method="wB97M-V/def2-TZVPD" gap_ha=0.132 relative_energy_kj_mol=724.5 e_homo_ha=-0.2465
C 1.07851 2.41643 -1.04253 0.7 0.4 -1.7
O 1.37988 2.72911 1.42536 0.0 -0.4 -0.1
C 1.08265 0.90310 -1.10058 -0.5 -0.4 0.5
C 0.05514 0.46968 -0.06552 -0.5 -0.5 0.6
C -0.21912 -0.96209 -0.12166 1.3 0.4 -1.9
C -1.73299 -2.90134 -0.38053 -0.8 1.1 -0.7
C -1.43330 -1.56496 -0.45147 -1.0 -1.2 -0.3
H 1.76175 2.78022 -1.81988 0.0 0.2 -0.1
H 0.10134 2.85214 -1.30166 0.1 0.0 0.7
H 1.54255 2.74539 0.27086 -0.7 0.1 0.8
H 2.06729 0.46576 -0.91769 -0.2 0.0 0.1
H 0.71440 0.56736 -2.08870 0.4 -0.2 -0.2
H -0.85462 1.05290 -0.21607 -0.2 -0.2 0.0
H 0.41428 0.81366 0.93047 0.2 0.0 0.0
H 0.60093 -1.66929 -0.26369 0.4 0.3 0.8
H 1.91437 3.31227 1.97132 0.2 0.2 -0.2
H -1.14573 -3.79050 -0.16986 0.3 0.5 0.3
H -2.77563 -3.07235 -0.64206 0.2 -0.5 0.0
H -2.21506 -0.95170 -0.89604 -0.1 0.2 0.7
H -0.50878 -1.58331 1.74078 0.0 0.1 0.3
H -1.06624 -2.75904 2.50916 0.0 0.0 0.1
O -0.76162 -1.85345 2.62999 0.0 -0.2 0.2

=====

# 2
22
Properties=species:S:1:pos:R:3:forces:R:3 method="wB97M-V/def2-TZVPD" gap_ha=0.375 relative_energy_kj_mol=352.2 e_homo_ha=-0.3451 smiles="C/C=C/CCCO.O"
C 1.63830 -2.32134 -1.20695 1.7 2.8 -0.1
C 0.51197 -2.01348 -0.30713 -1.5 -1.5 -0.9
C 0.02105 -0.80219 -0.14887 0.0 3.8 -0.1
C -1.04558 -0.28586 0.77211 -3.9 0.4 1.3
C -1.07368 1.26156 1.08953 1.8 1.9 2.0
C -1.26797 2.30140 -0.01735 -0.6 -4.2 -2.7
O -2.13318 1.57231 -0.98452 0.8 -0.9 -0.2
H 1.50124 -2.62257 -2.22659 -0.8 -0.8 -0.3
H 2.13657 -1.28724 -1.42240 -0.2 -1.8 0.5
H 2.27636 -3.01138 -0.66768 0.6 0.0 -0.3
H 0.03675 -2.96259 0.06641 0.2 1.4 0.4
H 0.42351 0.21979 -0.68749 -0.1 -3.1 0.9
H -2.15747 -0.50938 0.40488 2.3 0.2 0.4
H -1.10573 -0.70527 1.81504 0.6 -0.2 -1.1
H -1.86403 1.61902 1.80644 0.4 -1.5 -0.4
H -0.10702 1.51351 1.65920 -1.1 -0.4 -0.8
H -1.72116 3.21254 0.14630 -1.5 1.6 1.4
H -0.49563 2.59154 -0.66772 2.2 0.1 -0.2
H -1.63681 0.70471 -1.15247 -1.3 2.0 0.2
O 2.67046 -0.04461 0.87017 -0.8 -1.1 2.0
H 3.07002 0.75610 0.65113 1.1 2.0 -0.7
H 2.64058 -0.58089 0.10177 0.0 -0.6 -1.0

=====

# 3
22
Properties=species:S:1:pos:R:3:forces:R:3 method="wB97M-V/def2-TZVPD" gap_ha=0.359 relative_energy_kj_mol=222.2 e_homo_ha=-0.3308 smiles="CCC(C)(C)O.C=O"
C -1.18507 -0.72207 2.07358 0.1 0.0 0.0
C 0.19460 -0.32086 1.56035 -0.2 0.1 -0.2
C 0.33452 -0.28928 0.04009 -2.2 1.0 -0.4
C -0.11012 -1.56469 -0.64435 -0.1 0.2 0.1
C 1.67068 0.20767 -0.39958 0.1 2.2 -0.7
O -0.81491 0.79122 -0.47652 1.3 -2.0 1.4
H -1.95735 -0.09490 1.63167 0.0 0.0 0.0
H -1.40797 -1.76012 1.83389 -0.1 0.0 0.0
H -1.22832 -0.61160 3.15575 0.0 0.0 0.0
H 0.46106 0.66725 1.94681 0.1 0.0 0.0
H 0.94891 -1.01791 1.93753 0.0 0.0 0.0
H 0.40221 -2.41381 -0.18915 0.0 0.0 0.0
H -1.18409 -1.69535 -0.54154 0.0 -0.1 0.0
H 0.14066 -1.53631 -1.70239 0.0 0.0 0.0
H 1.59615 1.34946 -0.48659 0.6 -1.6 0.7
H 1.89939 -0.04780 -1.43039 -0.1 -0.4 -0.1
H 2.48251 -0.15168 0.22900 0.0 0.1 0.2
H -0.75706 1.55410 0.11809 0.2 -0.2 0.0
C -0.39870 1.86134 -2.07231 1.9 1.3 -0.9
O 0.56588 2.57098 -1.73619 -1.5 -0.5 -0.6
H -0.23543 0.95939 -2.68983 -0.1 -0.1 0.2
H -1.41752 2.26498 -2.15789 -0.1 0.0 0.4

=====

# 4
22
Properties=species:S:1:pos:R:3:forces:R:3 method="wB97M-V/def2-TZVPD" gap_ha=0.340 relative_energy_kj_mol=208.7 e_homo_ha=-0.3158 smiles="C=C/C=C/CC.O.O"
C 2.95155 -0.32933 1.24586 0.3 -0.5 -0.3
C 2.06419 -0.01153 0.31033 0.4 0.4 0.4
C 0.61701 -0.17693 0.41546 -0.2 0.1 -0.7
C -0.20021 0.55560 -0.33581 -0.6 -0.5 -1.2
C -1.67479 0.31922 -0.51946 -0.1 0.8 1.2
C -2.56443 1.54535 -0.20686 0.2 0.1 0.2
H 2.71173 -0.98957 2.05613 -0.3 0.1 0.6
H 3.99095 -0.04347 1.16311 0.0 -0.1 -0.2
H 2.45517 0.49937 -0.56836 -0.3 0.2 0.1
H 0.15008 -0.92588 1.05069 0.4 0.0 0.2
H 0.17663 1.23284 -1.09991 0.4 0.2 0.3
H -1.88090 -0.01244 -1.53525 0.1 -0.2 0.0
H -1.99585 -0.41270 0.21711 0.0 -0.6 -0.3
H -2.86185 1.51449 0.84309 -0.2 -0.1 -0.1
H -3.44847 1.50543 -0.84864 0.0 0.3 0.2
H -2.06098 2.51697 -0.27733 0.0 -0.2 -0.5
O 6.06173 0.16330 -0.63165 0.0 0.1 0.0
H 6.41754 -0.07288 0.23061 0.1 -0.1 -0.1
H 6.51612 -0.39710 -1.26916 0.0 0.0 0.1
O -6.67746 -1.75935 -0.01104 0.0 0.1 0.0
H -5.93682 -2.29032 -0.32282 0.0 0.2 0.0
H -6.44451 -0.83771 -0.18203 0.0 -0.3 0.0

=====

# 5
23
Properties=species:S:1:pos:R:3:forces:R:3 method="wB97M-V/def2-TZVPD" gap_ha=0.334 relative_energy_kj_mol=282.6 e_homo_ha=-0.3190
C 2.36713 -0.48424 0.81342 -1.9 1.3 -2.3
C 1.49649 0.19171 -0.78672 2.4 -0.3 0.7
O 2.02020 -1.74794 0.98410 -1.4 -0.9 0.8
O 2.07642 0.37863 1.81287 -0.1 0.2 0.9
H 0.99977 -1.70631 1.25813 1.9 -0.4 -0.5
H 1.18287 0.14925 2.14269 0.4 0.1 -0.1
H 3.38626 -0.34834 0.46161 -0.1 0.0 0.0
H 2.06497 1.12227 -0.78008 0.2 0.1 -0.2
H 0.58016 0.48594 -1.28832 -0.7 -0.3 0.7
H 1.96557 -0.51339 -1.47326 0.1 0.1 -0.2
C -1.33655 0.93146 0.50037 0.4 0.2 -0.3
C -1.17880 -1.38264 -0.70398 0.7 0.2 -0.4
C -1.87983 1.56938 -0.77592 0.1 0.0 0.1
C -0.71489 -0.44795 0.38143 -1.3 -1.2 2.4
O -0.27616 -0.95548 1.45488 -0.7 1.0 -1.6
H -0.60482 1.58698 0.98178 0.0 -0.1 0.0
H -2.16078 0.80771 1.21508 0.2 -0.1 0.0
H -0.61178 -2.31129 -0.67422 0.0 0.0 0.1
H -2.23402 -1.60750 -0.53977 0.0 0.1 0.1
H -1.07471 -0.94549 -1.69340 -0.1 0.0 -0.1
H -2.30701 2.54593 -0.54552 0.0 0.0 0.0
H -2.66074 0.95993 -1.22601 -0.1 0.0 0.0
H -1.09977 1.72137 -1.51917 0.0 0.0 0.0

=====

# 6
24
Properties=species:S:1:pos:R:3:forces:R:3 method="wB97M-V/def2-TZVPD" gap_ha=0.317 relative_energy_kj_mol=265.5 e_homo_ha=-0.3001
C 0.90596 1.55831 0.10588 2.0 0.1 -0.2
C -1.25283 -0.27169 -0.25658 0.1 -3.2 0.6
C 0.36266 2.68204 -0.71174 -0.1 -0.1 -0.7
C 0.76908 1.64584 1.60001 -0.3 -0.5 0.0
O 1.68166 0.72920 -0.41318 -1.3 1.2 0.1
O -1.14175 0.12158 -1.60538 0.3 0.3 0.1
H 1.43721 -0.48844 0.13410 -0.6 -2.1 1.6
H -1.22344 -0.65283 -2.16829 0.0 0.0 0.1
H -1.40488 0.59941 0.37855 0.7 0.1 0.1
H -2.17515 -0.84083 -0.10050 -0.2 0.1 -0.1
H 1.19958 3.24714 -1.14229 -0.1 -0.1 0.3
H -0.29489 3.33367 -0.15439 0.0 0.2 0.2
H -0.19196 2.29365 -1.57044 0.1 -0.2 0.1
H 1.54521 2.32980 1.95960 -0.1 0.1 -0.1
H 0.93538 0.67575 2.06565 0.0 0.0 -0.1
H -0.20845 2.03132 1.88589 0.1 0.1 0.0
C -0.15036 -2.63784 -0.89937 0.0 0.1 0.2
C -0.15983 -1.72123 0.31286 -2.0 2.6 -2.0
O -0.93442 -2.25123 1.32704 -0.1 -0.3 0.6
O 1.05655 -1.36751 0.72451 1.7 1.6 -0.5
H -0.36290 -2.42127 2.08690 0.0 0.1 -0.1
H 0.34657 -2.13917 -1.72846 0.0 0.0 -0.1
H 0.42466 -3.53280 -0.65545 -0.1 0.0 0.0
H -1.16367 -2.92287 -1.17493 -0.1 -0.1 -0.1

=====

# 7
26
Properties=species:S:1:pos:R:3:forces:R:3 method="wB97M-V/def2-TZVPD" gap_ha=0.363 relative_energy_kj_mol=210.2 e_homo_ha=-0.3518 smiles=OC[C@@H](O)[C@@H](O)[C@@H](O)[C@@H](O)CO
O 1.66835 1.65760 -2.10361 0.4 -0.4 1.4
C 1.05038 0.39310 -2.19139 -0.8 -1.7 -0.8
C 1.55317 -0.54274 -1.08689 0.6 -0.5 1.3
O 2.94025 -0.72944 -1.31605 1.3 0.1 0.5
C 1.25052 -0.07933 0.44275 0.7 -0.7 -2.3
O 1.52562 1.27917 0.74859 -0.3 0.2 -1.2
C -0.10117 -0.47331 0.95282 2.8 -2.4 2.7
O 0.09150 -0.13071 2.44312 -2.7 -0.9 -1.8
C -1.20429 0.12259 0.29572 -1.4 4.0 -1.9
O -1.42437 -0.46226 -1.00859 -1.0 0.6 0.8
C -2.41609 0.10013 1.10579 -3.5 1.0 -0.4
O -2.79021 -1.14794 1.61800 -0.7 -1.8 -0.3
H 1.85845 1.71240 -1.12626 -0.2 0.7 -1.4
H -0.01993 0.42045 -2.07344 -0.2 0.7 -0.1
H 1.16166 -0.12727 -3.20088 0.6 0.9 1.1
H 1.29296 -1.65035 -1.09951 -1.0 1.6 -0.3
H 3.53920 -0.13924 -0.83473 -0.6 0.1 -0.2
H 1.97091 -0.59678 1.00666 0.9 -1.4 0.7
H 1.06340 1.40145 1.57629 0.0 0.5 0.7
H -0.32944 -1.55866 0.88081 0.9 0.3 0.2
H -0.75935 -0.46085 2.84685 1.4 0.5 -0.2
H -0.99538 1.24448 0.17496 -0.1 -1.2 -0.1
H -2.05075 0.18448 -1.41726 0.7 -1.0 0.2
H -2.32653 0.82464 1.92678 0.0 -0.4 0.1
H -3.29102 0.50204 0.48382 1.1 -0.3 0.6
H -3.25783 -1.74365 0.95564 1.1 1.5 1.0

=====

# 8
24
Properties=species:S:1:pos:R:3:forces:R:3 method="wB97M-V/def2-TZVPD" gap_ha=0.310 e_homo_ha=-0.4869 total_charge=+1
C 0.95445 -3.04672 -0.23645 -3.0 -0.6 3.7
C 1.17780 -2.39360 1.14945 -1.6 -0.1 -1.3
C -0.40299 -2.54505 -0.79250 -0.5 1.5 0.0
C 1.64318 -0.99423 0.97964 1.8 1.9 0.9
C -1.90856 3.69242 -0.55984 0.0 1.6 0.7
C -0.79916 2.90628 0.17937 -1.3 -0.7 0.3
O -1.03422 -1.51640 -0.43384 2.2 -3.6 -0.8
P -0.89215 1.17603 -0.50227 0.7 1.2 0.6
S 0.40257 0.32068 1.65411 1.9 0.2 -1.5
S 0.29459 1.46737 -2.20746 -0.5 -2.1 0.9
H 1.72573 -2.76585 -0.82104 2.4 0.9 -2.6
H 1.03898 -4.13800 -0.09180 -0.6 0.3 -0.6
H 0.20601 -2.38054 1.61807 -0.2 -0.3 0.5
H 1.85537 -2.87107 1.81038 0.5 -1.0 0.2
H -0.75861 -3.15824 -1.64778 -0.3 0.3 0.3
H -0.65054 -0.44324 1.72382 -0.8 -0.8 0.1
H 2.56435 -0.97536 1.68775 -1.4 1.1 -1.4
H 1.94957 -0.72200 -0.09027 -0.5 -0.1 1.6
H -1.97714 4.62826 0.01633 0.4 0.2 -0.5
H -1.57851 3.90846 -1.56645 -0.1 0.2 -0.2
H -2.97637 3.46852 -0.56813 0.3 -1.3 0.1
H -1.06660 2.85335 1.29491 0.8 0.1 -1.6
H 0.13834 3.42834 -0.07948 -0.3 -0.4 0.7
H 0.09391 0.10060 -2.51652 0.2 1.6 0.0

=====

# 9
21
Properties=species:S:1:pos:R:3:forces:R:3 method="wB97M-V/def2-TZVPD" gap_ha="0.243 / 0.330" relative_energy_kj_mol=499.9 e_homo_ha="-0.4634 / -0.5114" total_charge=+1
C -1.05314 -2.13319 0.98785 -0.9 1.9 -0.2
C -0.01289 1.17932 0.13921 -1.6 -0.6 0.7
C -1.05706 1.83741 -0.74311 2.8 -0.1 0.5
C 0.64896 1.86205 1.28797 1.3 -1.3 0.1
C 1.61063 -1.34768 0.21291 -0.2 0.7 5.0
C -0.68643 -1.07141 -1.58966 -0.6 0.0 -1.9
P -0.14684 -0.86802 0.13942 0.7 0.6 -1.9
H -0.61090 -2.50793 1.88613 0.0 -0.4 0.5
H -2.15899 -2.07194 0.90910 0.8 -0.4 0.1
H -1.71743 2.60728 -0.38827 -0.2 0.2 0.9
H -1.59882 1.02458 -1.16577 -0.4 0.3 -1.1
H -0.30237 2.40220 -1.38572 -1.2 -0.7 -0.2
H 1.76703 1.63024 1.30124 -1.4 0.6 0.1
H 0.23469 1.36436 2.15085 0.1 -0.6 0.7
H 0.42857 2.88019 1.57980 0.0 0.5 -1.0
H 2.01516 -1.46883 -0.72891 1.0 0.1 -1.9
H 1.76519 -2.29966 0.83105 -0.4 1.2 -1.0
H 2.10229 -0.50680 0.88502 -0.6 -1.7 -1.8
H -0.08467 -0.54424 -2.34153 0.7 0.3 0.7
H -1.66847 -0.60311 -1.88648 0.5 -1.1 0.9
H -0.61923 -2.11325 -1.99608 -0.4 0.6 1.0

=====

Energy (Eh)
-387.2316, -387.3734, -387.4229, -387.4280, -462.6434, -537.9079, -688.3657, -1449.6598, -577.9476